Record 1
A cluster of 2 separate species, C7H13N in total, computed with the ωB97M-V functional and the def2-TZVPD basis.

Properties
LUMO	0.95	eV
2S+1	1
SMILES string	C=C(C)C.NC1=CC1
Kohn-Sham gap	8.80	eV
molar mass	111.2	u

Positions of all 21 atoms, in Å:
1 C -1.862 -1.294 -0.010
2 C -1.368 -0.124 -0.043
3 C -1.483 0.537 -1.339
4 C -0.602 0.690 1.030
5 H -2.616 -1.577 -0.745
6 H -1.660 -1.767 0.927
7 H -2.287 1.301 -1.404
8 H -0.491 1.191 -1.611
9 H -1.749 -0.166 -2.151
10 H 0.336 0.381 1.396
11 H -1.342 0.890 1.723
12 H -0.391 1.693 0.452
13 N 1.978 1.079 -0.867
14 C 2.125 -0.115 -0.249
15 C 1.536 -1.134 0.296
16 C 2.809 -0.626 0.975
17 H 2.777 1.675 -1.055
18 H 1.113 1.528 -1.065
19 H 0.920 -1.996 0.220
20 H 3.701 -1.184 0.990
21 H 2.734 -0.079 1.909

---

Record 2
The molecule C7H13N, computed with the ωB97M-V functional and the def2-TZVPD basis.

Properties
LUMO	1.04	eV
2S+1	1
SMILES string	C=C(/C=C/C)CCN
Kohn-Sham gap	9.75	eV
molar mass	111.2	u

Positions of all 21 atoms, in Å:
1 C 0.008 -1.965 1.007
2 C -0.328 -0.790 0.372
3 C 0.655 -0.471 -0.616
4 C 0.550 -0.945 -1.851
5 C 1.789 -0.462 -2.620
6 C -1.398 0.247 0.733
7 C -0.887 1.033 2.021
8 N -0.845 2.456 1.574
9 H -0.605 -2.358 1.868
10 H 0.826 -2.524 0.720
11 H 1.470 0.320 -0.461
12 H -0.246 -1.380 -2.433
13 H 2.322 0.451 -2.223
14 H 1.260 -0.333 -3.703
15 H 2.503 -1.160 -2.653
16 H -1.318 0.941 -0.135
17 H -2.301 -0.275 0.949
18 H -1.388 0.911 2.972
19 H 0.171 0.745 2.389
20 H -0.459 2.742 0.705
21 H -1.778 2.816 1.385

---

Record 3
The molecule C7H13N, computed with the ωB97M-V functional and the def2-TZVPD basis.

Properties
LUMO	1.01	eV
2S+1	1
SMILES string	C[C@H]1C[C@@]12CCNC2
Kohn-Sham gap	9.77	eV
molar mass	111.2	u

Positions of all 21 atoms, in Å:
1 C -2.395 -0.773 -0.479
2 C -1.440 0.439 -0.406
3 C -0.981 1.091 0.876
4 C -0.055 0.290 0.016
5 C 0.644 -0.985 0.549
6 C 2.041 -0.955 -0.132
7 N 2.389 0.365 -0.305
8 C 1.100 1.199 -0.474
9 H -2.932 -1.008 -1.381
10 H -1.860 -1.686 -0.062
11 H -3.225 -0.508 0.122
12 H -1.477 1.223 -1.200
13 H -1.348 0.808 1.852
14 H -0.886 2.246 0.709
15 H 0.079 -1.913 0.401
16 H 0.562 -1.267 1.644
17 H 1.890 -1.480 -1.131
18 H 2.897 -1.387 0.436
19 H 2.784 0.758 0.488
20 H 1.126 2.216 0.024
21 H 1.087 1.328 -1.546

---

Record 4
The ion C7H13N2O with charge +1, computed with the ωB97M-V functional and the def2-TZVPD basis.

Properties
total charge	+1
LUMO	-3.00	eV
2S+1	1
SMILES string	N\C(=C/C=C\C=C\O)C[NH3+]
Kohn-Sham gap	9.22	eV
molar mass	141.2	u

Positions of all 23 atoms, in Å:
1 N 0.737 -1.094 1.303
2 C 0.581 -1.034 -0.105
3 C -0.553 -1.241 -0.766
4 C -1.878 -1.376 -0.134
5 C -2.578 -0.276 0.146
6 C -2.003 1.042 -0.141
7 C -0.824 1.371 0.369
8 O -0.018 2.430 0.008
9 C 1.849 -0.520 -0.744
10 N 2.183 0.711 0.032
11 H 1.435 -1.781 1.579
12 H -0.139 -1.337 1.754
13 H -0.551 -1.161 -1.844
14 H -2.291 -2.364 0.000
15 H -3.590 -0.331 0.514
16 H -2.506 1.655 -0.877
17 H -0.397 0.835 1.200
18 H -0.491 3.029 -0.584
19 H 1.698 -0.283 -1.797
20 H 2.679 -1.228 -0.652
21 H 3.131 1.054 -0.137
22 H 2.043 0.424 1.022
23 H 1.484 1.475 -0.148

---

Record 5
The ion C7H13N2O2 with charge +1, computed with the ωB97M-V functional and the def2-TZVPD basis.

Properties
total charge	+1
LUMO (alpha / beta)	-3.30 / -5.35	eV
2S+1	3
Kohn-Sham gap (alpha / beta)	8.42 / 8.58	eV
molar mass	157.2	u

Positions of all 24 atoms, in Å:
1 C -2.378 -1.349 -0.429
2 C -1.337 -1.434 0.694
3 C 0.232 0.440 0.774
4 C -2.014 1.086 -0.085
5 C 2.726 0.327 0.689
6 C 1.243 1.329 -1.208
7 C 1.480 1.162 0.270
8 N -2.589 0.035 -0.793
9 N -0.066 -0.923 0.201
10 O -0.981 1.137 0.758
11 O -3.325 0.912 0.216
12 H -2.231 -2.033 -1.243
13 H -3.345 -1.670 -0.198
14 H -1.654 -0.963 1.579
15 H -1.098 -2.569 0.833
16 H 2.941 -0.601 0.021
17 H 2.701 -0.110 1.707
18 H 3.502 0.975 0.737
19 H 1.298 0.443 -1.826
20 H 2.130 1.924 -1.573
21 H 0.530 2.027 -1.479
22 H 1.559 2.250 0.632
23 H 0.718 -1.466 0.494
24 H -0.042 -0.928 -0.771

---

Record 6
The ion C7H13N2S with charge +1, computed with the ωB97M-V functional and the def2-TZVPD basis.

Properties
total charge	+1
LUMO (alpha / beta)	-4.86 / -4.51	eV
2S+1	1
Kohn-Sham gap (alpha / beta)	7.65 / 7.13	eV
molar mass	157.3	u

Positions of all 23 atoms, in Å:
1 C 1.229 0.438 -1.153
2 C 0.620 -0.788 -1.281
3 C -0.365 1.183 0.499
4 C 0.929 -1.827 -2.321
5 C -0.985 1.611 1.720
6 C 1.522 2.512 0.103
7 C -2.177 -2.426 1.269
8 N -0.212 -1.180 -0.296
9 N 0.682 1.367 -0.193
10 S -1.522 -2.074 -0.436
11 H 2.023 0.730 -1.702
12 H 0.812 -1.221 -3.248
13 H 1.943 -2.039 -2.176
14 H 0.357 -2.701 -2.223
15 H -1.043 0.782 2.474
16 H -0.291 2.375 2.315
17 H -1.964 2.063 1.382
18 H 2.394 2.377 -0.407
19 H 1.023 3.528 -0.297
20 H 1.732 2.603 1.237
21 H -1.358 -2.638 1.912
22 H -2.799 -3.206 1.096
23 H -2.550 -1.468 1.727

---

Calculated energy above the lowest of the compared OMol25 structures with the same formula, charge and spin in order - 5.0849, 3.9047, 2.6884, 2.5129, 4.6774, 6.1991 eV
Calculated strongest force on any atom in order - 0.0875, 0.1175, 0.0880, 0.0179, 0.1048, 0.1013 hartree/bohr
Calculated DFT total energy in order - -329.084593, -329.127965, -329.172663, -458.981582, -533.958327, -781.784825 a.u.